Entry 1:
{"formula": "C5H6O2", "method": "the ωB97M-V functional and the def2-TZVPD basis", "species": ["C", "C", "H", "C", "H", "O", "O", "H", "C", "H", "H", "H", "C"], "xyz": [[-1.751, -0.537, 0.891], [-0.663, 0.485, 0.725], [1.324, 1.827, -0.583], [-0.815, -0.789, -0.307], [-2.744, -0.090, 0.838], [1.653, 1.107, -1.140], [-0.912, 1.568, 0.175], [2.492, -0.028, 0.387], [1.702, -0.080, -0.376], [1.975, -0.874, -1.073], [-0.988, -0.787, -1.380], [-1.656, -1.374, 1.579], [0.384, -0.428, 0.265]], "atomic_forces_ev_per_a": [[0.0, -0.1, -0.1], [-0.5, 0.7, -0.3], [-0.2, -0.2, -0.2], [1.0, -1.7, -0.1], [0.1, -0.4, -0.6], [0.0, 0.1, 0.1], [0.5, 1.4, 1.6], [-0.2, 0.0, -0.1], [0.2, -0.4, 0.0], [0.0, 0.0, 0.1], [-0.3, -0.4, 0.1], [0.0, 0.4, 0.2], [-0.6, 0.5, -1.0]], "gap_ha": 0.343, "lumo_energy_ev": 0.0, "charge": 0, "homo_ev": -9.4}

Entry 2:
{"formula": "C3H11N4", "method": "the ωB97M-V functional and the def2-TZVPD basis", "species": ["H", "N", "H", "N", "C", "H", "C", "N", "H", "C", "H", "H", "H", "H", "H", "N", "H", "H"], "xyz": [[-0.697, -1.776, 2.411], [-0.766, 0.911, -0.327], [1.406, -0.857, 1.618], [-1.070, -2.988, 0.824], [-0.297, -2.053, 1.443], [1.107, -1.654, -0.069], [0.797, -1.452, 0.949], [1.433, 1.317, -0.847], [2.153, 1.933, -1.186], [0.161, 1.706, -0.827], [-0.508, 0.016, 0.112], [-0.922, -3.225, -0.143], [-2.017, -3.100, 1.145], [-1.670, 1.286, -0.085], [0.454, 3.307, -2.026], [-0.160, 2.911, -1.331], [1.732, 0.574, -0.234], [-1.134, 3.145, -1.428]], "atomic_forces_ev_per_a": [[0.3, -0.1, 0.2], [-0.3, -0.2, 0.4], [0.0, 0.0, -0.2], [-0.2, 0.2, -0.1], [-0.5, 0.1, -0.2], [0.3, -0.2, 0.0], [-0.1, 0.1, 0.1], [0.1, -0.1, 0.0], [-0.1, 0.0, 0.0], [0.2, 0.3, -0.1], [0.2, 0.3, 0.0], [0.1, 0.0, 0.0], [0.1, -0.1, 0.0], [0.0, 0.0, -0.2], [0.0, 0.2, 0.2], [-0.1, -0.3, -0.1], [-0.1, -0.1, -0.1], [0.0, 0.0, -0.1]], "gap_ha": 0.333, "lumo_energy_ev": -2.9, "charge": 1, "homo_ev": -12.0}

Entry 3:
{"formula": "C4H5FN2O5S", "method": "the ωB97M-V functional and the def2-TZVPD basis", "species": ["O", "N", "C", "N", "O", "C", "H", "C", "H", "O", "F", "H", "O", "O", "H", "S", "C", "H"], "xyz": [[-2.764, 1.456, -0.615], [-0.938, -0.961, -2.459], [-1.593, -1.048, -1.093], [-1.741, 1.700, -0.016], [-1.268, -1.807, -3.248], [-0.686, -0.593, 0.003], [3.425, 0.329, 0.740], [2.973, 0.559, 1.699], [2.860, 1.512, 2.153], [-1.280, 2.641, 0.580], [-1.211, -1.146, 1.172], [3.497, -0.156, 2.388], [0.783, 0.104, 2.522], [-0.174, -0.071, -2.660], [-1.925, -2.050, -1.178], [0.996, -0.291, -0.110], [1.464, 0.216, 1.546], [-2.417, -0.394, -1.424]], "atomic_forces_ev_per_a": [[1.2, 1.3, 1.2], [0.0, -1.1, 0.8], [0.6, 1.3, -2.8], [-0.5, 1.6, 0.0], [-0.2, -0.4, -0.7], [-1.2, -2.1, 1.5], [0.5, 1.3, -0.2], [-1.2, -2.4, -0.4], [1.1, 1.2, -0.2], [-1.2, -1.3, -1.0], [0.8, 0.7, -1.0], [-1.0, 0.6, -0.2], [-0.6, 0.6, -0.3], [1.0, 1.4, -0.5], [-0.3, -1.1, 1.2], [0.1, 0.2, -0.3], [1.1, -1.4, 1.6], [-0.1, -0.2, 1.4]], "gap_ha": [0.283, 0.280], "lumo_energy_ev": [-0.4, -2.5], "charge": 0, "spin_multiplicity": 3, "homo_ev": [-8.1, -10.1]}

Entry 4:
{"formula": "C4H11N3", "method": "the ωB97M-V functional and the def2-TZVPD basis", "species": ["C", "N", "H", "H", "N", "H", "H", "H", "H", "C", "H", "H", "N", "H", "H", "C", "C", "H"], "xyz": [[-1.514, -0.131, -0.838], [1.684, -1.467, 0.028], [-2.678, -0.198, -0.761], [-1.065, -1.174, -0.739], [-0.965, 0.348, -2.102], [0.918, 1.004, -0.512], [2.391, -0.950, -0.483], [-1.704, 0.841, 1.108], [-1.619, 1.830, -0.422], [-1.229, 1.009, 0.145], [1.685, -1.563, 2.185], [0.018, 0.286, -2.359], [0.627, 0.015, 1.490], [0.439, 1.963, 0.988], [-1.610, 0.753, -2.861], [0.260, 0.998, 0.429], [1.426, -1.093, 1.198], [0.152, 0.227, 2.340]], "atomic_forces_ev_per_a": [[-1.1, -0.6, -0.5], [1.9, -0.4, -0.5], [1.9, -0.3, -1.2], [-0.6, 1.4, 1.0], [-2.1, 1.0, -2.8], [-1.0, -0.4, 1.8], [-0.6, -0.2, -0.6], [-0.5, 0.3, 0.1], [0.1, 1.0, 0.4], [1.0, -2.7, 0.2], [-0.2, -0.4, -0.8], [-0.8, -0.3, 0.4], [0.9, -0.4, -2.8], [0.3, -0.5, -0.9], [1.7, -1.1, 2.0], [1.0, 2.3, 1.0], [-2.3, 1.9, 2.3], [0.3, -0.4, 0.9]], "smiles": "[H]/N=C\\NCCCN", "gap_ha": 0.337, "lumo_energy_ev": 1.0, "charge": 0, "homo_ev": -8.2}

Entry 5:
{"formula": "C7H6CrN2O4", "method": "the ωB97M-V functional and the def2-TZVPD basis", "species": ["H", "O", "Cr", "H", "O", "C", "C", "C", "H", "C", "H", "H", "C", "C", "N", "C", "O", "O", "N", "H"], "xyz": [[1.068, -1.748, 2.700], [-0.031, 2.988, -2.503], [0.003, 0.000, -2.459], [0.925, -0.592, 4.047], [0.031, -2.987, -2.505], [-1.051, 0.672, 2.935], [-0.002, 0.000, 0.795], [1.567, 0.016, -3.410], [-1.079, 1.753, 2.695], [-0.019, 1.824, -2.496], [2.040, -0.249, 2.701], [-0.906, 0.578, 4.033], [1.055, -0.664, 2.951], [-1.568, -0.016, -3.411], [-0.003, 0.001, 2.100], [0.019, -1.824, -2.497], [2.581, 0.026, -3.993], [-2.582, -0.026, -3.993], [0.000, 0.000, -0.385], [-2.046, 0.247, 2.694]], "atomic_forces_ev_per_a": [[0.0, 0.5, -0.1], [0.1, -5.5, 0.0], [0.0, 0.0, 5.6], [-0.6, 0.5, -0.8], [-0.1, 5.5, 0.0], [-1.0, 0.6, 0.0], [0.0, 0.0, -1.9], [8.4, 0.1, -6.4], [0.1, -0.3, -0.2], [-0.1, 9.9, 0.0], [-0.1, 0.0, -0.3], [0.5, -0.3, -1.0], [0.7, -1.0, -0.5], [-8.4, -0.1, -6.3], [0.1, 0.0, 3.1], [0.1, -9.9, 0.0], [-5.5, 0.0, 3.3], [5.4, 0.0, 3.3], [0.0, 0.0, 2.2], [0.3, 0.1, -0.2]], "gap_ha": [0.315, 0.227], "lumo_energy_ev": [-14.9, -16.3], "charge": 3, "spin_multiplicity": 4, "homo_ev": [-23.5, -22.5]}

no.,E_tot (eV),largest force on an atom (eV/A)
1,-9373.04437,2.2
2,-9244.22833,0.6
3,-30989.80783,3.2
4,-8793.89563,3.8
5,-46909.52317,10.6